Entry 1:
The following is a quantum chemistry calculation of a structure of composition C2H3NS2, from the Open Molecules 2025 dataset.

Geometry as XYZ:
```
8
Properties=species:S:1:pos:R:3:mulliken_charge:R:1
S -0.55 0.95 -1.01 -0.09
S 0.25 -0.72 1.22 -0.02
N 1.07 -1.01 -0.19 -0.30
C -0.92 0.57 0.72 -0.49
C 0.69 -0.26 -1.07 0.00
H -1.99 0.31 0.74 0.32
H 1.29 -0.33 -2.05 0.28
H -0.74 1.42 1.42 0.30
```

Summary:
Energy relative to the best compared isomer or geometry (same formula, charge and spin) = 10.0 kcal per mole
Net charge = 0
Lowest unoccupied orbital energy = 0.7 eV
Highest occupied orbital energy = -8.29 eV

***

Entry 2:
The following is a quantum chemistry calculation of a cluster of 13 separate species, C50H121N5O13 in total, from the Open Molecules 2025 dataset.

Geometry as XYZ:
```
189
Properties=species:S:1:pos:R:3:mulliken_charge:R:1
O -11.91 -2.26 -7.56 -0.50
O -8.09 -6.67 7.07 -0.49
O 4.77 -12.61 2.36 -0.48
O -5.21 3.75 8.32 -0.51
O 4.23 3.87 -10.07 -0.49
O -4.49 -10.64 0.61 -0.49
O -8.48 -3.47 -0.96 -0.64
O -2.16 -9.49 -4.09 -0.64
O 7.88 -4.25 -3.55 -0.50
O -3.28 -3.70 -2.31 -0.40
O 6.24 -1.15 3.64 -0.51
O -8.88 0.90 3.52 -0.64
O -4.56 11.26 -1.08 -0.53
N 5.39 4.66 -9.98 0.37
N -4.19 3.31 9.17 0.20
N 5.90 -11.76 2.40 0.16
N -2.65 -2.51 -1.93 0.07
N -3.24 11.14 -0.58 0.53
C -2.18 -1.69 -3.13 1.33
C -2.34 3.77 7.45 -1.77
C -2.37 10.33 -1.51 1.29
C 4.52 -9.67 3.11 -1.68
C -2.96 4.06 8.87 1.54
C -5.74 -10.20 1.11 -0.47
C -1.06 9.74 0.57 -0.86
C 6.12 -2.55 3.75 -0.49
C 6.50 3.40 -11.77 -1.86
C -2.59 -2.89 0.47 -1.84
C -4.19 10.01 1.47 -1.74
C -5.77 2.01 10.49 -1.85
C 5.42 -10.50 0.17 -1.61
C 6.74 -12.73 0.29 -1.82
C -3.23 11.09 0.90 1.48
C 3.86 6.43 -9.07 -1.93
C 5.18 5.64 -8.94 1.47
C -0.94 10.08 -0.92 -0.93
C -2.22 11.32 -2.72 -1.81
C 7.03 -9.93 3.59 -1.13
C -1.11 -2.41 -4.07 -1.62
C -3.51 12.48 1.39 -1.99
C 6.30 6.66 -9.04 -1.29
C -1.52 -0.37 -2.64 -1.17
C 7.67 -10.57 1.23 -1.23
C -3.49 2.55 11.37 -1.22
C 5.31 -11.31 4.80 -1.93
C -2.95 8.96 -1.86 -1.76
C -0.40 -0.52 -1.61 -0.53
C 7.79 5.13 -10.29 -1.20
C -3.03 5.55 8.95 -1.79
C -2.20 3.36 11.28 -0.67
C -1.72 -2.61 -0.82 1.62
C -1.74 10.81 1.36 -1.04
C -1.87 3.50 9.82 -1.17
C -5.24 4.38 11.18 -1.70
C 6.39 -11.36 1.02 1.53
C 7.62 -9.42 2.25 -0.64
C -1.04 -1.25 -0.43 -1.51
C 5.26 4.99 -7.54 -1.68
C 6.64 4.03 -10.36 1.51
C -10.77 -3.06 -7.16 -0.44
C -4.68 3.11 10.55 1.60
C 7.04 2.90 -9.40 -1.68
C 5.67 -10.74 3.46 1.47
C -0.56 -3.63 -0.97 -1.58
C -8.74 -5.88 6.12 -0.52
C -3.41 -1.42 -4.06 -1.79
C 7.02 -3.29 -4.10 -0.45
C 7.74 6.06 -9.06 -0.63
H -9.74 -6.26 5.88 0.24
H -3.19 -1.12 -5.09 0.36
H -1.48 4.40 7.21 0.35
H 6.17 7.29 -9.92 0.39
H -3.17 -3.81 0.34 0.41
H 6.32 4.17 -12.52 0.43
H -2.22 4.29 11.84 0.35
H -1.06 11.66 1.40 0.39
H -0.22 -3.79 -1.99 0.33
H -4.58 12.69 1.38 0.41
H -11.05 -4.11 -7.23 0.23
H -2.18 6.11 8.54 0.45
H 4.56 -12.10 4.83 0.36
H -4.63 12.18 -1.35 0.34
H -4.41 -10.14 -0.21 0.32
H 0.46 -1.08 -1.98 0.26
H 7.84 5.71 -11.21 0.40
H 6.30 7.33 -8.19 0.49
H -0.29 10.95 -0.92 0.40
H -1.82 10.28 2.31 0.41
H -8.16 -4.37 -0.89 0.32
H -4.61 5.26 11.30 0.30
H 4.39 -10.83 0.17 0.36
H 5.16 -10.56 5.58 0.40
H 5.15 -13.41 2.74 0.35
H 6.17 4.47 -7.24 0.31
H -0.46 9.20 -1.34 0.45
H 7.40 3.33 -8.46 0.35
H 3.85 7.16 -8.26 0.39
H 6.18 -11.87 5.13 0.47
H 5.24 -9.50 0.56 0.33
H -1.03 4.20 9.79 0.37
H -0.85 -4.59 -0.54 0.42
H -5.18 10.15 1.02 0.38
H -4.10 -0.77 -3.51 0.40
H 6.02 -3.38 -3.68 0.19
H 8.58 -8.99 2.50 0.40
H 3.06 5.71 -8.96 0.45
H -3.37 1.48 11.20 0.42
H 5.65 2.72 -11.81 0.40
H 7.44 -13.23 0.95 0.44
H 7.04 -8.61 1.80 0.31
H -5.52 -9.38 1.80 0.19
H -0.12 -2.45 -3.61 0.37
H -1.23 -9.31 -4.18 0.32
H -7.75 -2.98 -1.33 0.32
H -2.63 -4.17 -2.84 0.38
H 5.38 -2.91 4.46 0.23
H 8.52 -11.16 1.56 0.38
H -1.34 11.17 -3.35 0.38
H -3.42 -2.20 0.62 0.45
H -12.16 -2.60 -8.43 0.29
H 6.87 -9.13 4.31 0.40
H 7.89 2.29 -9.70 0.42
H -6.09 4.74 10.59 0.38
H -3.95 -2.35 -4.26 0.41
H -10.56 -2.70 -6.16 0.18
H 3.64 -10.15 2.68 0.38
H -4.28 10.11 2.55 0.45
H -3.00 8.25 -1.05 0.31
H -3.05 13.30 0.85 0.38
H 7.03 -3.46 -5.18 0.22
H -3.96 8.97 -2.29 0.35
H -3.18 12.58 2.42 0.42
H -3.69 2.63 12.44 0.39
H 7.76 -10.64 3.97 0.40
H -6.26 -11.05 1.55 0.20
H 7.99 -10.26 0.23 0.46
H -3.93 8.98 1.26 0.33
H -2.29 -10.32 -4.55 0.32
H -1.56 8.79 0.77 0.36
H -7.85 -7.52 6.70 0.30
H -5.92 1.83 11.55 0.43
H -1.00 -1.82 -4.98 0.47
H -2.29 8.60 -2.65 0.47
H -9.06 0.43 2.71 0.32
H 4.79 -8.86 2.43 0.28
H 5.76 -10.36 -0.86 0.42
H -8.80 -4.85 6.47 0.22
H -0.08 9.70 1.05 0.33
H 6.93 -0.88 3.02 0.30
H 3.89 4.16 -10.92 0.34
H 7.47 2.95 -11.95 0.40
H 7.28 -12.52 -0.64 0.39
H -1.35 -3.44 -4.35 0.33
H 0.01 0.47 -1.41 0.39
H -1.43 2.75 11.75 0.38
H -2.89 5.90 9.97 0.38
H 7.40 -2.28 -3.92 0.23
H -6.30 -9.89 0.23 0.25
H -1.82 -0.69 0.08 0.46
H -9.89 -2.85 -7.76 0.23
H -2.24 0.38 -2.32 0.32
H 8.75 4.61 -10.29 0.40
H -8.92 1.83 3.29 0.32
H -5.25 3.02 7.70 0.37
H -3.08 11.36 -3.38 0.38
H -1.11 0.09 -3.54 0.44
H 8.77 -3.89 -3.48 0.30
H 8.54 6.79 -9.15 0.40
H -3.18 3.89 6.76 0.43
H -0.30 -1.46 0.35 0.54
H -5.65 4.15 12.16 0.44
H 6.24 2.21 -9.12 0.31
H 7.98 5.44 -8.20 0.31
H 4.50 4.22 -7.42 0.39
H -6.65 2.29 9.91 0.39
H 5.97 -2.95 2.74 0.23
H -2.15 12.36 -2.39 0.40
H -2.04 2.73 7.35 0.43
H -8.21 -5.71 5.18 0.25
H 0.38 -3.31 -0.51 0.31
H 5.17 5.73 -6.75 0.43
H 5.86 -13.37 0.28 0.38
H -3.96 5.97 8.57 0.29
H 3.69 6.90 -10.04 0.39
H -5.36 1.06 10.14 0.42
H 4.09 -9.28 4.04 0.44
H 7.05 -3.01 4.08 0.24
H -1.99 -2.99 1.37 0.37
H -1.60 2.54 9.38 0.36
```

Summary:
Net charge = 0
Lowest unoccupied orbital energy = 0.3 eV
Highest occupied orbital energy = -8.11 eV

***

Entry 3:
The following is a quantum chemistry calculation of a structure of composition C18H11Cl5FN2O2ReS, from the Open Molecules 2025 dataset.

Geometry as XYZ:
```
41
Properties=species:S:1:pos:R:3:lowdin_spin:R:1
Re -0.91 -1.08 -1.58 0.85
Cl -1.98 1.50 -6.59 0.00
Cl 2.46 2.84 -3.85 0.00
Cl 1.65 0.87 -1.58 0.00
Cl -2.81 -0.45 -4.34 0.01
Cl 0.63 3.16 -6.34 0.00
S -0.11 -1.93 0.92 0.01
F -1.12 -2.38 -2.88 0.07
O 0.36 -2.46 -0.40 0.04
O -1.13 -2.64 1.62 0.00
N -0.70 -0.48 0.31 0.00
N -2.50 0.07 -0.80 0.01
C 3.27 -0.61 3.52 0.00
C 1.23 -1.55 1.92 0.00
C -1.00 1.36 -5.19 0.00
C 0.62 1.06 -2.98 0.00
C -1.37 0.50 -4.16 0.01
C 2.45 -1.23 1.33 0.00
C -4.49 1.02 0.00 0.00
C -3.71 0.57 -1.05 0.00
C -4.02 0.92 1.30 0.00
C -2.75 0.41 1.55 0.00
C 1.00 -1.43 3.29 0.00
C -2.03 0.02 0.45 0.01
C 1.00 1.95 -3.97 0.00
C 4.37 -0.06 4.38 0.00
C -0.56 0.33 -3.05 0.00
C 0.18 2.09 -5.09 0.00
C 2.03 -0.96 4.08 0.00
C 3.46 -0.77 2.15 0.00
H 0.05 -1.71 3.71 0.00
H 4.10 -0.05 5.44 0.00
H 5.28 -0.65 4.27 0.00
H -5.47 1.43 -0.20 0.00
H 4.43 -0.53 1.72 0.00
H -2.33 0.32 2.54 0.00
H 4.61 0.96 4.08 0.00
H 1.88 -0.87 5.15 0.00
H -4.03 0.60 -2.08 0.00
H -4.63 1.25 2.12 0.00
H 2.61 -1.37 0.27 0.00
```

Summary:
⟨S²⟩ = 0.758
Net charge = +1
Lowest unoccupied orbital energy (spin up / spin down) = -5.2 / -4.8 eV
Multiplicity = 2
Highest occupied orbital energy (spin up / spin down) = -11.83 / -11.72 eV

***

Entry 4:
The following is a quantum chemistry calculation of a cluster of 2 separate species, C4H9BrNO in total, from the Open Molecules 2025 dataset.

Geometry as XYZ:
```
16
Properties=species:S:1:pos:R:3:mulliken_charge:R:1
Br -0.63 -1.56 1.82 0.04
O -1.19 1.11 0.91 -0.52
N -1.70 -1.00 -0.70 -0.26
C 1.77 1.04 0.62 -0.75
C -0.62 -1.02 0.01 0.62
C 0.74 -0.87 -0.52 -0.88
C 1.36 0.58 -0.50 -0.12
H 1.67 0.69 1.57 0.31
H -1.10 1.88 0.42 0.30
H -1.66 -0.84 -1.68 0.24
H -2.14 1.20 1.15 0.29
H -2.61 -1.39 -0.41 0.29
H 1.53 -1.49 -0.03 0.42
H 1.54 0.92 -1.46 0.43
H 0.63 -1.17 -1.62 0.32
H 2.42 1.92 0.42 0.26
```

Summary:
Energy relative to the best compared isomer or geometry (same formula, charge and spin) = 26.1 kcal per mole
Net charge = +1
Lowest unoccupied orbital energy = -4.5 eV
Highest occupied orbital energy = -14.29 eV

***

Entry 5:
The following is a quantum chemistry calculation of a structure of composition C13H18NO6S2, from the Open Molecules 2025 dataset.

Geometry as XYZ:
```
40
Properties=species:S:1:pos:R:3:mulliken_charge:R:1
S -0.57 0.15 0.64 1.17
S -2.34 -1.62 -0.69 0.99
O -1.35 -3.50 2.38 -0.48
O -1.25 4.83 -0.53 -0.57
O 0.08 -0.90 1.54 -0.65
O -0.62 1.42 1.48 -0.72
O -3.61 -1.46 -1.52 -0.72
O -1.22 -1.88 -1.67 -0.65
N -2.20 -0.19 0.23 -0.54
C -2.60 -3.16 0.30 -0.47
C 2.06 -1.67 -0.77 0.03
C 3.23 0.70 -0.41 -0.65
C -1.32 -3.66 1.12 0.23
C 4.55 -0.07 -0.27 -0.35
C -3.60 5.09 -0.31 -1.11
C -2.08 4.51 1.68 -1.03
C 4.69 -1.62 -0.34 -0.66
C -2.22 4.81 0.21 0.87
C 3.32 -4.04 -0.66 -0.89
C 0.50 0.59 -0.83 -0.75
C 3.40 -2.43 -0.59 0.45
C 1.92 -0.14 -0.68 0.37
H 1.10 -2.28 -0.93 0.20
H -2.43 5.36 2.27 0.41
H -0.38 -4.10 0.63 0.17
H -4.25 4.23 -0.15 0.31
H 0.71 1.73 -0.85 0.41
H 2.44 -4.33 0.03 0.18
H 0.03 0.31 -1.84 0.36
H 5.68 -2.18 -0.21 0.28
H -2.83 -3.99 -0.47 0.29
H 3.16 1.83 -0.33 0.28
H 4.29 -4.53 -0.31 0.30
H -3.52 -3.12 0.98 0.30
H -2.66 3.62 1.93 0.30
H 3.00 -4.41 -1.71 0.25
H 5.50 0.53 -0.06 0.24
H -3.55 5.30 -1.39 0.30
H -1.03 4.33 1.91 0.22
H -4.02 5.97 0.19 0.32
```

Summary:
Energy relative to the best compared isomer or geometry (same formula, charge and spin) = 14.7 kcal per mole
Net charge = -1
Lowest unoccupied orbital energy = 2.9 eV
Highest occupied orbital energy = -5.94 eV

***

Entry 6:
The following is a quantum chemistry calculation of a structure of composition H19MgO10, from the Open Molecules 2025 dataset.

Geometry as XYZ:
```
30
Properties=species:S:1:pos:R:3:mulliken_charge:R:1
Mg -1.21 -1.28 -0.04 0.66
O -1.60 -1.69 -2.08 -0.40
O 0.04 2.69 -1.41 -0.66
O -0.12 -2.91 0.17 -0.19
O -2.53 0.14 -0.16 -0.29
O 1.48 1.85 2.40 -0.65
O 0.33 -0.21 -0.38 -0.69
O 1.97 -0.09 -2.32 -0.66
O -1.11 -0.99 1.99 -0.42
O 3.00 -0.60 0.79 -0.65
O -1.02 2.21 0.89 -0.69
H -3.33 0.44 -0.59 0.29
H -0.56 2.78 0.27 0.38
H 0.35 0.68 0.02 0.28
H -0.40 2.81 -2.26 0.30
H 0.33 -3.34 -0.56 0.29
H -1.70 -1.49 2.56 0.27
H -2.19 -2.40 -2.32 0.29
H 0.34 -3.20 0.95 0.27
H -1.05 -1.57 -2.86 0.28
H -0.33 1.90 1.48 0.25
H -0.60 -0.45 2.58 0.25
H 0.33 1.78 -1.42 0.35
H 2.82 -0.93 1.67 0.31
H 2.04 2.54 2.03 0.33
H 2.14 -0.36 0.44 0.29
H 1.52 0.05 -1.49 0.29
H 1.27 -0.30 -2.94 0.28
H -2.19 0.91 0.30 0.35
H 1.97 1.04 2.27 0.30
```

Summary:
Net charge = +1
Lowest unoccupied orbital energy = -3.9 eV
Highest occupied orbital energy = -13.15 eV

***

Entry 7:
The following is a quantum chemistry calculation of a cluster of 2 separate species, C13H18BrFO4 in total, from the Open Molecules 2025 dataset.

Geometry as XYZ:
```
37
Properties=species:S:1:pos:R:3:mulliken_charge:R:1
Br -5.91 0.42 -1.72 -0.15
F 4.09 1.28 4.68 -0.32
O -0.26 1.03 -1.58 -0.30
O -2.24 1.36 -0.69 -0.37
O -1.23 -0.66 -0.36 -0.50
O 0.84 -0.87 -2.44 -0.34
C 2.31 -1.83 -0.84 -1.14
C -3.48 0.78 -0.27 -0.63
C -4.09 -1.62 -0.92 -1.13
C -1.25 0.47 -0.85 0.62
C 2.07 -0.65 -1.76 -0.12
C 1.69 -0.28 2.49 -0.60
C 0.15 0.29 -2.73 -0.25
C 3.23 1.10 3.66 0.33
C 3.03 2.14 2.77 -0.52
C 2.58 -0.11 3.54 -0.49
C 1.47 0.75 1.58 0.11
C -4.06 -0.15 -1.34 0.16
C 2.14 1.95 1.72 -0.40
H -0.72 0.00 -3.31 0.28
H -3.53 -0.03 -2.28 0.26
H 2.89 -0.56 -2.47 0.37
H 1.98 2.75 1.02 0.44
H 2.52 -2.73 -1.40 0.37
H -4.28 -1.71 0.14 0.32
H 0.75 0.97 -3.32 0.32
H 2.04 0.25 -1.17 0.24
H -3.13 -2.06 -1.12 0.25
H 1.40 -2.01 -0.28 0.18
H 3.10 -1.61 -0.13 0.37
H -3.38 0.29 0.68 0.27
H 1.16 -1.22 2.38 0.41
H 3.56 3.07 2.91 0.42
H -4.86 -2.13 -1.48 0.43
H -4.13 1.63 -0.14 0.49
H 0.78 0.61 0.76 0.19
H 2.76 -0.89 4.26 0.43
```

Summary:
SMILES = CCOCOC(=O)OC[C@@H](C)Br.Fc1ccccc1
Net charge = 0
Lowest unoccupied orbital energy = 0.7 eV
Highest occupied orbital energy = -9.32 eV

***

Entry 8:
The following is a quantum chemistry calculation of a structure of composition C21H25MoN4O5, from the Open Molecules 2025 dataset.

Geometry as XYZ:
```
56
Properties=species:S:1:pos:R:3:lowdin_spin:R:1
Mo 0.71 0.25 -0.22 1.73
O 1.04 1.63 1.13 0.02
O 2.22 3.05 -1.86 0.00
O 2.28 0.92 -1.34 0.07
O -0.62 1.34 -1.09 0.05
O 1.67 1.56 -3.33 0.00
N -0.67 -0.50 1.21 0.00
N 2.18 -1.23 0.62 0.01
N 0.36 -1.11 -1.86 0.00
N 2.04 1.93 -2.24 0.01
C 3.09 -0.48 1.52 0.01
C -2.89 1.78 -1.51 0.00
C 0.39 3.60 2.23 0.00
C 1.52 -2.31 1.42 0.00
C 3.06 -1.81 -0.45 0.00
C -0.78 -1.17 -2.46 0.02
C -1.92 -0.34 -2.19 0.00
C 1.49 -1.81 -2.50 0.00
C 2.37 -2.61 -1.55 0.00
C -3.17 -0.70 -2.73 0.00
C 0.19 -2.82 0.89 0.00
C -1.68 3.66 3.47 -0.01
C -1.02 -1.93 1.20 0.01
C -4.26 0.13 -2.63 0.00
C -4.11 1.38 -2.01 0.00
C -1.28 0.25 2.08 0.03
C -0.52 4.28 3.00 0.01
C -1.92 2.35 3.15 0.01
C -1.79 0.93 -1.57 0.01
C 0.14 2.27 1.86 0.01
C -1.03 1.64 2.32 0.00
H -2.03 -0.22 2.71 0.00
H 2.52 -0.04 2.34 0.00
H -4.95 2.04 -1.95 0.00
H 1.86 -3.48 -1.16 0.00
H 2.08 -1.02 -2.98 0.00
H -2.38 4.21 4.09 0.00
H 3.57 0.32 0.96 0.00
H 3.79 -2.45 0.05 0.00
H -0.89 -1.88 -3.28 0.00
H 1.39 -1.92 2.43 0.00
H -2.76 2.76 -1.06 0.00
H -2.81 1.84 3.52 0.00
H -1.45 -2.20 2.17 0.00
H 0.00 -3.80 1.34 0.00
H 3.18 -3.01 -2.16 0.00
H -3.25 -1.65 -3.24 0.00
H 3.59 -0.97 -0.89 0.00
H 0.24 -3.00 -0.18 0.00
H 2.23 -3.14 1.50 0.00
H -0.32 5.31 3.26 0.00
H -5.21 -0.17 -3.03 0.00
H 1.11 -2.47 -3.28 0.00
H 1.30 4.07 1.87 0.00
H -1.79 -2.09 0.45 0.00
H 3.85 -1.15 1.92 0.00
```

Summary:
⟨S²⟩ = 2.020
Net charge = +1
Lowest unoccupied orbital energy (spin up / spin down) = -4.5 / -3.9 eV
Multiplicity = 3
Highest occupied orbital energy (spin up / spin down) = -11.44 / -11.73 eV

***

Entry 9:
The following is a quantum chemistry calculation of a structure of composition C19H28BiBrO2, from the Open Molecules 2025 dataset.

Geometry as XYZ:
```
51
Properties=species:S:1:pos:R:3:mulliken_charge:R:1
Bi -1.80 -0.76 0.00 1.15
Br -2.31 -2.06 2.19 -0.50
O -1.09 0.38 -2.73 -0.30
O -4.25 0.55 -5.25 -0.24
C -1.17 1.25 1.49 -1.06
C -1.20 2.22 0.42 -0.59
C 1.73 -1.11 0.29 -0.41
C -0.56 1.49 -3.53 1.63
C 0.13 2.55 0.11 -0.30
C -1.68 -0.19 -3.92 -0.26
C -5.43 -0.27 -5.26 -0.47
C 0.92 1.64 -3.28 -1.54
C 0.67 -1.97 0.63 -0.73
C -1.00 0.81 -4.84 -0.74
C -6.11 -0.18 -6.65 -0.49
C 0.04 -2.40 -0.60 -0.93
C -4.12 1.22 -6.52 -0.46
C -1.34 2.77 -3.31 -1.52
C 1.77 -0.97 -1.12 -0.53
C 1.00 1.82 0.97 -0.63
C 0.21 1.02 1.82 -0.59
C -5.33 0.92 -7.41 -0.51
C 0.73 -1.75 -1.68 -0.50
H 0.58 -1.93 -2.74 0.48
H 1.14 1.84 -2.21 0.12
H 2.43 -0.66 0.98 0.61
H -4.01 2.30 -6.32 0.31
H -0.65 -3.24 -0.70 0.61
H -2.09 2.65 -0.03 0.47
H -1.22 3.18 -2.30 0.17
H 2.09 1.88 0.96 0.46
H -2.01 0.93 2.10 0.83
H -2.76 -0.07 -3.91 0.09
H 0.46 3.29 -0.63 0.72
H 0.42 -2.31 1.63 0.63
H -0.99 3.53 -4.02 0.45
H -1.74 1.35 -5.45 0.05
H -5.92 1.84 -7.53 0.24
H -2.41 2.60 -3.52 0.25
H 1.31 2.48 -3.86 0.44
H -0.18 0.41 -5.44 0.32
H -5.00 0.56 -8.39 0.27
H 0.57 0.36 2.61 0.45
H 2.52 -0.39 -1.68 0.50
H -1.40 -1.24 -4.04 0.31
H -3.20 0.87 -7.03 0.29
H -5.12 -1.30 -5.03 0.26
H 1.45 0.74 -3.61 0.39
H -6.02 -1.14 -7.17 0.26
H -6.13 0.06 -4.47 0.30
H -7.18 0.08 -6.53 0.27
```

Summary:
Energy relative to the best compared isomer or geometry (same formula, charge and spin) = 4.5 kcal per mole
Net charge = 0
Lowest unoccupied orbital energy = -0.9 eV
Highest occupied orbital energy = -7.31 eV

***

| no. | total energy (eV) |
| --- | --- |
| 1 | -25282.138 |
| 2 | -87868.308 |
| 3 | -104206.753 |
| 4 | -77865.291 |
| 5 | -49213.642 |
| 6 | -26226.062 |
| 7 | -94722.544 |
| 8 | -40229.366 |
| 9 | -100130.876 |